# 1
{
  "formula": "C23H25BrN3O2PSSe2V",
  "method": "ωB97M-V/def2-TZVPD",
  "elements": ["V", "Se", "P", "Se", "C", "C", "C", "C", "C", "C", "C", "C", "C", "C", "C", "C", "H", "H", "H", "H", "H", "H", "H", "H", "H", "H", "Br", "C", "C", "C", "C", "C", "N", "C", "O", "O", "H", "H", "H", "C", "N", "C", "C", "S", "N", "C", "C", "H", "H", "H", "H", "H", "H", "H", "H", "H", "H", "H", "H"],
  "positions_angstrom": [[0.516, -0.037, 0.078], [-0.022, -0.588, 2.333], [-1.393, -2.048, 1.430], [-1.383, -1.321, -0.661], [-3.096, -1.943, 2.046], [-3.437, -1.326, 3.243], [-4.771, -1.293, 3.613], [-5.738, -1.863, 2.798], [-5.384, -2.481, 1.606], [-4.059, -2.518, 1.221], [-0.753, -3.741, 1.559], [-1.215, -4.710, 0.670], [-0.793, -6.017, 0.832], [0.092, -6.341, 1.851], [0.551, -5.368, 2.725], [0.128, -4.059, 2.585], [-2.673, -0.878, 3.868], [-5.064, -0.821, 4.538], [-6.775, -1.819, 3.090], [-6.137, -2.926, 0.974], [-3.763, -2.973, 0.282], [-1.886, -4.439, -0.138], [-1.160, -6.785, 0.168], [0.436, -7.358, 1.961], [1.228, -5.635, 3.520], [0.476, -3.287, 3.262], [-1.484, 2.066, -1.900], [0.026, 1.286, -2.729], [0.369, 1.546, -4.051], [1.492, 0.916, -4.565], [2.214, 0.028, -3.771], [1.770, -0.181, -2.477], [0.715, 0.457, -1.964], [2.383, -1.148, -1.487], [3.323, -1.849, -1.715], [1.726, -1.068, -0.357], [-0.233, 2.219, -4.639], [1.794, 1.106, -5.584], [3.089, -0.490, -4.135], [3.343, 0.951, 1.692], [3.010, 2.315, 2.049], [3.774, 2.802, 3.189], [1.991, 2.980, 1.506], [0.741, 2.169, 0.578], [1.837, 4.298, 1.596], [2.923, 5.251, 1.751], [0.545, 4.917, 1.371], [4.410, 0.800, 1.865], [3.143, 0.766, 0.631], [2.792, 0.228, 2.314], [3.856, 1.996, 3.920], [3.281, 3.642, 3.669], [4.785, 3.085, 2.888], [3.890, 4.788, 1.591], [2.901, 5.729, 2.733], [2.796, 6.037, 1.002], [-0.257, 4.267, 1.717], [0.386, 5.141, 0.314], [0.502, 5.849, 1.932]],
  "spin_multiplicity": 2,
  "homo_lumo_gap_ev": [6.53, 7.17],
  "total_charge": 2,
  "homo_energy_ev": [-14.17, -14.17],
  "relative_energy_kj_mol": 80.92,
  "e_lumo_ev": [-7.6358, -6.9988]
}



# 2
{
  "formula": "C23H25BrN4O5S",
  "method": "ωB97M-V/def2-TZVPD",
  "elements": ["C", "N", "C", "C", "C", "C", "C", "C", "H", "H", "Br", "H", "H", "S", "O", "O", "C", "C", "C", "C", "C", "C", "H", "H", "N", "C", "C", "C", "O", "C", "O", "N", "C", "H", "H", "C", "N", "C", "C", "H", "O", "C", "H", "C", "H", "H", "H", "H", "H", "H", "H", "H", "H", "H", "H", "H", "H", "H", "H"],
  "positions_angstrom": [[-5.859, -1.542, -1.681], [-5.196, -1.884, -0.444], [-3.809, -2.100, -0.453], [-2.972, -1.554, -1.424], [-1.600, -1.708, -1.335], [-1.064, -2.407, -0.270], [-1.880, -2.997, 0.681], [-3.249, -2.851, 0.582], [-3.899, -3.280, 1.326], [-1.449, -3.556, 1.496], [0.813, -2.548, -0.113], [-0.954, -1.267, -2.079], [-3.379, -0.989, -2.247], [-5.724, -0.951, 0.874], [-7.110, -0.668, 0.665], [-5.324, -1.591, 2.085], [-4.742, 0.523, 0.611], [-3.404, 0.461, 0.915], [-2.538, 1.466, 0.480], [-3.070, 2.565, -0.215], [-4.445, 2.632, -0.478], [-5.271, 1.600, -0.092], [-6.327, 1.607, -0.308], [-4.844, 3.487, -1.004], [-2.219, 3.549, -0.638], [-0.888, 3.459, -0.433], [-0.289, 2.409, 0.189], [-1.089, 1.309, 0.698], [-0.644, 0.301, 1.241], [1.212, 2.470, 0.280], [1.819, 3.425, -0.176], [1.784, 1.425, 0.893], [3.212, 1.269, 1.005], [3.454, 0.992, 2.034], [3.676, 2.229, 0.772], [3.724, 0.201, 0.028], [5.158, 0.017, 0.154], [5.765, -0.500, -1.061], [7.281, -0.550, -0.875], [7.765, -0.980, -1.754], [7.642, -1.365, 0.214], [7.035, -0.899, 1.396], [7.333, -1.590, 2.186], [5.512, -0.853, 1.263], [5.086, -0.458, 2.186], [5.127, -1.877, 1.105], [7.403, 0.111, 1.630], [7.654, 0.473, -0.713], [5.525, 0.169, -1.890], [5.394, -1.513, -1.300], [3.509, 0.546, -0.986], [3.173, -0.741, 0.190], [1.187, 0.660, 1.192], [-0.269, 4.267, -0.799], [-2.602, 4.351, -1.120], [-3.005, -0.360, 1.486], [-5.586, -0.548, -2.053], [-6.927, -1.557, -1.480], [-5.618, -2.292, -2.434]],
  "spin_multiplicity": 1,
  "homo_lumo_gap_ev": 8.32,
  "total_charge": 0,
  "homo_energy_ev": -8.66,
  "smiles": "CN(c1ccc(Br)cc1)S(=O)(=O)c1ccc2[nH]cc(C(=O)NCCN3CCOCC3)c(=O)c2c1",
  "relative_energy_kj_mol": 2.82,
  "e_lumo_ev": -0.3410
}



# 3
{
  "formula": "C23H25Cl2IN2O7PPtS5",
  "method": "ωB97M-V/def2-TZVPD",
  "elements": ["Pt", "C", "C", "N", "C", "C", "C", "O", "C", "C", "N", "C", "C", "C", "C", "C", "C", "I", "C", "O", "H", "H", "H", "H", "H", "H", "H", "H", "H", "H", "H", "H", "C", "S", "C", "C", "S", "S", "C", "S", "S", "H", "H", "H", "Cl", "C", "Cl", "C", "O", "O", "H", "C", "O", "P", "O", "C", "O", "C", "H", "H", "H", "H", "H", "H", "H", "H", "H"],
  "positions_angstrom": [[-0.318, 0.679, -0.948], [2.959, -0.918, 3.442], [1.477, -0.721, 3.473], [0.877, -1.126, 4.581], [-0.416, -0.905, 4.756], [-1.164, -0.153, 3.878], [-2.616, 0.133, 4.183], [-3.461, -0.056, 3.055], [-0.555, 0.298, 2.696], [-1.360, 1.249, 1.939], [-1.248, 1.631, 0.727], [-2.168, 2.603, 0.230], [-3.495, 2.690, 0.632], [-4.310, 3.668, 0.079], [-3.825, 4.551, -0.874], [-2.508, 4.459, -1.310], [-1.710, 3.482, -0.758], [0.286, 3.159, -1.348], [0.776, -0.093, 2.416], [1.383, 0.299, 1.246], [3.323, -0.922, 4.467], [3.467, -0.145, 2.870], [3.214, -1.879, 3.016], [-0.860, -1.298, 5.665], [-2.765, 1.166, 4.506], [-2.923, -0.501, 5.019], [-3.471, -0.990, 2.821], [-2.152, 1.715, 2.514], [-3.893, 1.981, 1.349], [-5.344, 3.729, 0.390], [-4.476, 5.303, -1.297], [-2.129, 5.131, -2.068], [3.183, -3.589, 0.567], [4.754, -2.797, 0.978], [4.622, -1.116, 0.554], [3.559, -0.353, 0.224], [1.899, -0.763, 0.231], [3.954, 1.278, -0.360], [5.653, 1.241, -0.106], [6.721, 2.439, -0.363], [6.184, -0.352, 0.419], [3.433, -4.648, 0.618], [2.867, -3.334, -0.444], [2.393, -3.359, 1.274], [-1.864, -2.952, 2.196], [-2.315, -2.987, 0.474], [-3.940, -2.365, 0.227], [-1.225, -2.208, -0.293], [-0.263, -2.822, -0.717], [-1.464, -0.941, -0.328], [-2.287, -4.025, 0.165], [0.083, 1.937, -4.684], [0.630, 0.733, -4.128], [-0.026, -0.160, -2.983], [-1.447, -0.591, -3.504], [-1.589, -1.351, -4.727], [0.851, -1.457, -3.139], [2.259, -1.439, -3.428], [0.345, 1.942, -5.738], [0.522, 2.806, -4.200], [-1.003, 1.961, -4.581], [-2.648, -1.344, -4.963], [-1.243, -2.368, -4.565], [-1.025, -0.887, -5.535], [2.755, -0.596, -2.943], [2.414, -1.381, -4.503], [2.663, -2.371, -3.042]],
  "spin_multiplicity": 1,
  "homo_lumo_gap_ev": 6.67,
  "total_charge": 1,
  "homo_energy_ev": -10.33,
  "e_lumo_ev": -3.6630
}



# 4
{
  "formula": "C23H25ClN4O3",
  "method": "ωB97M-V/def2-TZVPD",
  "elements": ["O", "C", "N", "H", "C", "H", "C", "N", "C", "C", "O", "C", "C", "H", "H", "H", "H", "H", "H", "H", "H", "H", "H", "H", "C", "C", "N", "N", "C", "C", "C", "C", "C", "C", "C", "C", "O", "H", "H", "H", "H", "C", "C", "C", "C", "C", "C", "H", "H", "Cl", "H", "H", "H", "H", "H", "H"],
  "positions_angstrom": [[-0.914, -3.387, 0.386], [-0.754, -3.038, -0.763], [0.458, -2.738, -1.281], [0.522, -2.355, -2.210], [1.658, -2.729, -0.480], [1.399, -3.216, 0.461], [2.166, -1.303, -0.238], [3.462, -1.313, 0.412], [4.188, -0.067, 0.229], [5.581, -0.208, 0.840], [5.511, -0.509, 2.213], [4.783, -1.698, 2.416], [3.372, -1.598, 1.836], [2.856, -2.547, 1.983], [2.815, -0.805, 2.365], [4.746, -1.855, 3.495], [5.306, -2.540, 1.939], [6.135, 0.729, 0.758], [6.126, -1.004, 0.311], [4.280, 0.139, -0.839], [3.667, 0.778, 0.710], [2.280, -0.808, -1.207], [1.411, -0.740, 0.336], [2.442, -3.306, -0.979], [-1.897, -2.981, -1.773], [-3.189, -2.594, -1.074], [-3.118, -1.239, -0.547], [-2.003, -0.565, -0.763], [-1.837, 0.627, -0.284], [-2.874, 1.298, 0.461], [-2.808, 2.630, 0.890], [-3.855, 3.187, 1.589], [-4.998, 2.442, 1.874], [-5.099, 1.144, 1.429], [-4.049, 0.566, 0.713], [-4.195, -0.796, 0.199], [-5.169, -1.508, 0.360], [-5.980, 0.546, 1.607], [-5.807, 2.891, 2.430], [-3.792, 4.214, 1.916], [-1.939, 3.224, 0.653], [-0.535, 1.250, -0.569], [0.203, 1.878, 0.432], [1.428, 2.452, 0.149], [1.927, 2.396, -1.143], [1.218, 1.755, -2.147], [-0.005, 1.184, -1.855], [-0.571, 0.688, -2.628], [1.622, 1.712, -3.147], [3.457, 3.118, -1.502], [1.995, 2.942, 0.926], [-0.170, 1.894, 1.446], [-3.371, -3.267, -0.230], [-4.047, -2.654, -1.751], [-2.020, -3.979, -2.197], [-1.669, -2.279, -2.574]],
  "spin_multiplicity": 1,
  "homo_lumo_gap_ev": 8.58,
  "total_charge": 0,
  "homo_energy_ev": -8.49,
  "smiles": "O=C(CCn1nc(-c2ccc(Cl)cc2)c2ccccc2c1=O)NCCN1CCOCC1",
  "relative_energy_kj_mol": 108.31,
  "e_lumo_ev": 0.0892
}



# 5
{
  "formula": "C23H25CoN5O10S3",
  "method": "ωB97M-V/def2-TZVPD",
  "elements": ["Co", "O", "S", "O", "O", "C", "C", "C", "C", "C", "C", "S", "O", "O", "O", "H", "H", "H", "H", "N", "C", "C", "C", "C", "C", "C", "C", "C", "N", "C", "H", "H", "H", "H", "H", "H", "H", "H", "C", "C", "S", "O", "O", "C", "C", "N", "C", "N", "C", "C", "N", "O", "O", "C", "H", "H", "H", "H", "H", "H", "H", "H", "H", "H", "H", "H", "H"],
  "positions_angstrom": [[0.120, 0.247, -1.710], [3.481, -0.527, -3.858], [2.369, 0.201, -3.314], [1.071, -0.090, -3.916], [2.210, 0.042, -1.836], [2.717, 1.947, -3.602], [4.004, 2.216, -4.038], [4.428, 3.516, -4.282], [3.553, 4.568, -4.087], [2.261, 4.311, -3.646], [1.831, 3.015, -3.407], [0.157, 2.877, -2.787], [-0.606, 2.056, -3.711], [-0.346, 4.206, -2.591], [0.316, 2.144, -1.486], [4.677, 1.384, -4.191], [5.440, 3.692, -4.621], [3.861, 5.589, -4.268], [1.567, 5.122, -3.480], [-1.909, 0.347, -1.995], [-2.485, -0.953, -1.971], [-3.817, -1.235, -1.856], [-4.263, -2.574, -1.866], [-3.381, -3.609, -2.001], [-1.992, -3.349, -2.077], [-0.996, -4.352, -2.148], [0.321, -3.988, -2.130], [0.664, -2.627, -2.014], [-0.238, -1.678, -1.958], [-1.555, -2.016, -2.027], [-1.668, 0.636, -2.956], [-2.520, 1.079, -1.652], [-4.535, -0.426, -1.788], [-5.324, -2.772, -1.787], [-3.726, -4.635, -2.032], [-1.292, -5.392, -2.211], [1.114, -4.719, -2.188], [1.699, -2.308, -1.954], [-3.058, 0.723, 5.804], [-1.625, 1.179, 6.017], [-0.568, 0.835, 4.625], [0.743, 1.345, 4.925], [-1.248, 1.240, 3.421], [-0.441, -0.962, 4.566], [0.779, -1.372, 3.730], [0.898, -0.688, 2.444], [0.035, -0.779, 1.406], [0.320, 0.092, 0.456], [1.397, 0.809, 0.896], [1.759, 0.351, 2.120], [2.920, 0.736, 2.860], [3.370, -0.050, 3.682], [3.397, 1.816, 2.594], [-1.149, -1.675, 1.429], [-3.691, 1.116, 6.599], [-3.143, -0.364, 5.822], [-3.436, 1.089, 4.851], [-1.149, 0.729, 6.890], [-1.541, 2.263, 6.125], [-1.385, -1.337, 4.174], [-0.309, -1.340, 5.581], [0.757, -2.446, 3.554], [1.684, -1.146, 4.281], [1.862, 1.573, 0.299], [-0.922, -2.638, 1.890], [-1.503, -1.849, 0.418], [-1.958, -1.194, 1.984]],
  "spin_multiplicity": 2,
  "homo_lumo_gap_ev": [7.99, 8.38],
  "total_charge": 0,
  "homo_energy_ev": [-8.77, -9.16],
  "relative_energy_kj_mol": 0.00,
  "e_lumo_ev": [-0.7736, -0.7791]
}



# 6
{
  "formula": "C23H25CrFN11O4S",
  "method": "ωB97M-V/def2-TZVPD",
  "elements": ["Cr", "N", "C", "S", "N", "N", "C", "C", "C", "C", "C", "C", "N", "H", "H", "H", "H", "H", "H", "H", "N", "C", "N", "C", "N", "C", "C", "N", "C", "C", "N", "H", "H", "H", "H", "H", "F", "C", "C", "N", "C", "C", "O", "O", "C", "O", "N", "C", "O", "H", "H", "H", "H", "C", "C", "C", "C", "H", "H", "H", "H", "H", "H", "H", "H", "H"],
  "positions_angstrom": [[-0.066, 0.257, 0.158], [1.626, 4.119, -0.324], [1.407, 2.850, 0.142], [1.665, 1.510, -0.986], [1.020, 2.719, 1.373], [0.827, 1.343, 1.589], [1.485, 0.755, 2.490], [1.621, -0.740, 2.352], [1.341, -1.468, 3.644], [0.638, -2.599, 3.671], [0.066, -3.143, 2.447], [0.121, -2.392, 1.338], [0.709, -1.145, 1.249], [2.150, 4.204, -1.177], [1.756, 4.835, 0.371], [2.089, 1.320, 3.195], [1.759, -1.042, 4.551], [0.479, -3.115, 4.611], [-0.422, -4.108, 2.429], [-0.360, -2.748, 0.433], [-3.939, -0.970, 1.400], [-2.822, -0.342, 1.771], [-1.939, -0.472, 0.805], [-2.607, -1.161, -0.157], [-3.829, -1.495, 0.157], [-1.916, -1.396, -1.427], [-2.470, -2.049, -2.516], [-1.796, -2.196, -3.649], [-0.564, -1.694, -3.688], [-0.002, -1.035, -2.606], [-0.685, -0.886, -1.473], [-4.807, -1.048, 1.902], [-2.679, 0.178, 2.703], [-3.479, -2.438, -2.457], [-0.008, -1.801, -4.610], [0.989, -0.605, -2.648], [-0.784, 4.375, -4.819], [-1.564, 3.550, -4.113], [-1.960, 3.855, -2.879], [-2.774, 3.028, -2.133], [-2.988, 3.279, -0.715], [-2.156, 2.362, 0.167], [-2.401, 2.336, 1.360], [-1.247, 1.736, -0.500], [-3.171, 1.803, -2.610], [-3.839, 1.019, -1.962], [-2.745, 1.520, -3.894], [-1.942, 2.291, -4.736], [-1.622, 1.907, -5.837], [-1.639, 4.772, -2.406], [-4.038, 3.157, -0.466], [-2.687, 4.303, -0.499], [-3.036, 0.624, -4.260], [5.363, -1.925, 1.887], [3.889, -2.142, 2.233], [3.345, -3.351, 1.480], [3.129, -0.858, 1.917], [5.956, -2.808, 2.135], [5.784, -1.072, 2.424], [5.479, -1.735, 0.816], [3.819, -2.337, 3.309], [3.320, -3.145, 0.404], [2.336, -3.618, 1.792], [3.990, -4.219, 1.638], [3.138, -0.682, 0.837], [3.685, -0.028, 2.367]],
  "spin_multiplicity": 2,
  "homo_lumo_gap_ev": [6.65, 6.68],
  "total_charge": 0,
  "homo_energy_ev": [-7.44, -7.53],
  "e_lumo_ev": [-0.7992, -0.8420]
}



# 7
{
  "formula": "C23H25F3MgN6O2S2",
  "method": "ωB97M-V/def2-TZVPD",
  "elements": ["Mg", "F", "C", "F", "F", "C", "C", "C", "C", "N", "C", "S", "H", "H", "H", "C", "C", "N", "C", "C", "C", "S", "N", "C", "O", "C", "C", "C", "C", "C", "C", "H", "H", "H", "H", "H", "H", "H", "H", "H", "H", "H", "H", "H", "H", "H", "C", "N", "C", "C", "C", "N", "C", "O", "N", "H", "H", "H", "H", "H", "H", "H"],
  "positions_angstrom": [[0.083, -0.479, -0.227], [-0.494, 5.890, -0.953], [-0.731, 4.694, -0.363], [-2.063, 4.536, -0.357], [-0.335, 4.820, 0.912], [-0.020, 3.584, -1.086], [0.752, 3.879, -2.187], [1.417, 2.867, -2.874], [1.267, 1.582, -2.410], [0.525, 1.277, -1.344], [-0.137, 2.239, -0.645], [-1.029, 1.702, 0.706], [0.838, 4.906, -2.515], [2.026, 3.078, -3.741], [1.753, 0.746, -2.900], [4.963, -1.767, -1.565], [5.177, -1.892, -0.060], [4.259, -1.072, 0.733], [4.746, 0.198, 1.267], [4.568, 1.356, 0.292], [2.985, -1.456, 0.862], [1.837, -0.439, 1.654], [2.682, -2.685, 0.410], [1.665, -2.918, -0.382], [1.015, -2.036, -1.023], [1.278, -4.347, -0.587], [1.931, -5.376, 0.084], [1.527, -6.690, -0.098], [0.470, -6.982, -0.951], [-0.183, -5.957, -1.622], [0.219, -4.642, -1.440], [5.668, -2.408, -2.095], [5.115, -0.741, -1.899], [3.953, -2.073, -1.834], [6.188, -1.578, 0.200], [5.053, -2.931, 0.244], [5.799, 0.062, 1.519], [4.204, 0.404, 2.187], [5.125, 1.184, -0.629], [4.927, 2.284, 0.738], [3.511, 1.474, 0.053], [2.751, -5.131, 0.744], [2.036, -7.488, 0.427], [0.159, -8.009, -1.095], [-1.005, -6.183, -2.289], [-0.276, -3.827, -1.952], [-4.511, -1.790, -1.014], [-3.560, -1.999, 0.070], [-3.912, -2.537, 1.265], [-3.034, -2.678, 2.280], [-1.697, -2.220, 2.053], [-1.365, -1.707, 0.881], [-2.256, -1.572, -0.124], [-1.901, -1.060, -1.189], [-0.748, -2.292, 2.983], [-5.453, -2.265, -0.752], [-4.121, -2.224, -1.932], [-4.664, -0.725, -1.177], [-4.945, -2.846, 1.354], [-3.334, -3.109, 3.222], [-0.947, -2.631, 3.906], [0.166, -1.895, 2.767]],
  "spin_multiplicity": 1,
  "homo_lumo_gap_ev": 7.60,
  "total_charge": 0,
  "homo_energy_ev": -7.26,
  "relative_energy_kj_mol": 2.23,
  "e_lumo_ev": 0.3427
}